Record 1
11
Properties=species:S:1:pos:R:3:forces:R:3 method="wB97M-V/def2-TZVPD" smiles=Oc1ccc[nH]1 e_homo_ev=-7.9
O 2.15839 0.55398 0.12338 0.0775 -0.1252 -0.1164
C 0.86044 0.14520 0.06595 -0.3034 -0.0151 -0.0231
C 0.25187 -1.08442 0.05403 0.1398 0.0485 0.0119
C -1.15526 -0.83390 0.01360 -0.0662 0.0523 0.0001
C -1.34200 0.52140 0.01059 -0.0955 -0.0845 0.0067
N -0.09796 1.11294 0.03712 0.1184 0.0070 0.0220
H 2.69112 -0.03872 -0.41836 -0.0190 0.0417 0.1093
H 0.74686 -2.04576 0.08877 -0.0612 0.1634 -0.0081
H -1.93869 -1.58023 0.00161 0.1298 0.1351 -0.0102
H -2.24271 1.11673 -0.00749 0.1284 -0.0921 0.0124
H 0.10485 2.09899 0.03273 -0.0487 -0.1310 -0.0045



Record 2
11
Properties=species:S:1:pos:R:3:forces:R:3 method="wB97M-V/def2-TZVPD" charge=+1 e_homo_ev=-13.3
C 0.43232 -0.93633 0.18519 2.5228 0.5503 0.1449
N -0.20656 -2.06263 -0.03476 2.9115 2.4845 -3.6735
O 0.56190 -0.46501 1.39812 0.8982 1.6325 -0.8050
S -1.16873 1.98004 -0.29951 0.1078 0.0782 -0.0651
S 1.44432 -0.26874 -1.09781 -0.3187 -0.3573 -0.5853
Cl 2.37163 1.34045 -0.32133 -0.4136 -0.4940 0.3416
H -2.38243 2.02156 0.27218 0.0235 0.2719 -0.2763
H -0.73979 -2.32034 0.66553 -3.4257 -2.2321 4.2475
H -0.21790 -2.57843 -0.91336 -0.0264 0.4780 0.2623
H 1.24112 0.35719 1.39492 -2.0240 -2.1084 -0.0016
H -1.33588 2.93224 -1.24918 -0.2553 -0.3035 0.4105



Record 3
44
Properties=species:S:1:pos:R:3:forces:R:3 method="wB97M-V/def2-TZVPD" s2=0.78 spin_multiplicity=2 charge=+2 e_homo_ev="-16.0 / -16.0"
C 2.02073 1.13232 2.35983 0.7705 -0.0074 1.1750
C 1.18948 -0.16343 2.27201 0.9207 -2.5071 -0.7456
C 0.14370 -0.18547 1.20284 2.3396 1.3137 1.0759
C -1.17718 -0.04715 1.39288 -4.4649 0.4474 -1.6258
N -1.99441 0.51661 0.43616 1.6877 -1.3766 -0.3859
C -3.42808 0.45742 0.40260 -0.9408 1.0415 2.2091
N 1.23838 2.33848 1.91768 -1.4872 -0.6015 2.3145
H 2.38591 1.35400 3.42675 -0.4196 -0.6290 -1.6923
H 2.87696 0.94702 1.67346 -0.4814 0.8974 0.5148
H 1.90925 -0.96476 1.95091 0.0034 0.8917 -0.1606
H 0.92921 -0.69576 3.15416 -0.9415 0.6697 1.4660
H 0.64143 0.01064 0.27756 -0.4440 0.1202 -1.1055
H -1.81982 -0.44639 2.19789 1.0743 0.2398 0.1579
H -1.59728 0.98381 -0.42516 0.0428 -0.5150 0.5774
H -3.74204 1.20209 1.18568 -0.2197 0.1764 -1.2439
H -3.84417 0.57775 -0.58146 0.1659 0.6745 -0.2980
H -3.95623 -0.38172 0.83352 0.8203 -1.0856 0.0787
H 1.78209 3.22406 2.00850 -0.4796 -0.8345 -0.8587
H 0.39183 2.49444 2.51999 0.9384 -0.1059 -0.1066
H 0.77725 2.12993 1.01213 1.1387 1.3885 0.0006
H 2.19676 3.08085 -0.65620 0.3106 -0.0040 -0.3578
H 1.06640 2.09934 -1.05687 0.2758 0.8357 -0.2507
O 1.27985 2.85915 -0.47987 -0.4532 -0.6266 -1.0203
H -0.60322 4.31365 0.39528 0.1031 0.1489 -0.2630
H -2.02324 4.03535 0.88006 -0.0003 0.1534 0.1235
O -1.10598 3.77104 1.00629 -0.0655 -0.4705 0.1540
H 2.25459 -0.83938 -2.15072 -0.0794 -0.2161 -0.1220
H 3.73757 -0.55673 -2.21455 0.2983 0.0262 -0.0697
O 2.91185 -0.18105 -1.90380 -0.5026 0.1535 0.3326
H -1.33607 1.32253 -2.97754 0.8420 -0.5962 0.0199
H -0.20146 0.50822 -2.06807 -0.1917 -0.4649 -1.6687
O -0.89393 1.16880 -2.13140 -0.6524 1.3869 1.9660
H 0.53960 -3.16424 -2.71450 -0.0938 -0.0799 -0.2738
H -0.01364 -3.77426 -1.40872 -0.0125 0.0553 -0.1280
O 0.59510 -3.11456 -1.76159 0.4747 0.0806 0.7009
H -2.33128 -3.60111 0.05888 0.5426 -0.1597 0.5375
H -2.85280 -3.50745 -1.27539 0.2712 -0.0094 -0.6446
O -2.01383 -3.35863 -0.81630 -1.0654 0.1276 0.2095
H 1.99633 -3.41224 0.80560 -0.3921 -1.1636 0.7905
H 1.07497 -2.70987 1.62978 -0.9057 0.4919 0.6131
O 1.42545 -3.59140 1.60052 1.1927 0.5121 -1.5764
H -1.11472 -1.31196 -2.67393 -0.1592 -0.5007 0.2346
H -0.82416 -0.94304 -4.12100 0.3522 -0.1462 0.2245
O -0.38710 -1.16366 -3.27933 -0.1128 0.2672 -0.8786



Record 4
72
Properties=species:S:1:pos:R:3:forces:R:3 method="wB97M-V/def2-TZVPD" smiles=COC[C@H](C)N.COC[C@H](C)N.OCCO.OCCO.CO.CO.CO e_homo_ev=-9.1
C -0.90255 8.23479 12.48204 -0.3976 0.1220 -1.1931
C -1.30916 9.58735 13.01966 0.5189 -0.0287 0.4199
O -2.42561 10.11570 12.33490 -0.2352 0.0669 -0.0017
O -0.33063 8.32884 11.17573 0.1825 -0.0444 0.3169
H -1.82348 7.64384 12.36887 0.1200 -0.2493 0.4921
H -0.18507 7.71823 13.11385 0.0087 0.0195 0.1232
H -0.50386 10.30835 12.87106 0.0489 -0.0702 -0.0040
H -1.47064 9.49672 14.10291 -0.1957 0.1157 -0.0632
H -3.20654 9.61913 12.59784 -0.0182 0.0082 -0.0247
H -1.03551 8.58344 10.56289 -0.0506 0.1756 0.0039
C -3.31821 7.49242 9.39386 1.2208 0.8002 0.1148
C -2.86510 6.51594 8.33416 -0.2738 0.0951 -0.0434
O -1.51617 6.15281 8.55246 -0.6170 0.1173 0.0741
O -2.45366 8.67848 9.29175 -0.7547 -0.4862 -0.0912
H -3.06918 7.10903 10.38337 -0.4060 -0.2737 0.0210
H -4.35825 7.80254 9.31780 -0.0973 -0.1995 0.0177
H -2.97931 6.99400 7.35199 -0.0626 -0.0601 -0.0393
H -3.51211 5.63749 8.35935 0.2365 -0.1838 -0.0093
H -1.07654 6.99590 8.72694 0.5650 -0.2409 -0.0396
H -2.96902 9.34898 8.83560 0.2640 0.2143 0.0067
C 0.09243 10.13314 7.16781 0.9264 -0.5872 0.0316
O 1.18274 10.74003 7.89425 -0.5090 -0.1184 -0.3703
H -0.49131 10.88418 6.63943 -0.2991 -0.0305 0.1553
H 0.47820 9.38976 6.45990 -0.0749 0.2665 -0.1227
H -0.47000 9.53409 7.87878 -0.3752 0.3930 0.1352
H 1.75574 11.11499 7.22030 0.2123 0.0617 0.1798
C 0.17618 6.08164 5.69913 -0.5748 -0.1597 0.1105
O 0.95213 7.24747 5.47775 0.1425 -0.1153 -0.0116
H -0.87394 6.31627 5.50593 0.0723 0.0848 -0.1612
H 0.45772 5.25795 5.03604 0.1466 0.0655 0.0103
H 0.19774 5.75333 6.73890 0.2140 0.0108 -0.0341
H 1.65699 7.23178 6.13167 -0.0215 0.1113 0.1012
C 2.53102 6.51373 9.10535 -0.1899 -0.3007 -0.1299
O 1.38629 7.20921 8.61781 0.1843 0.0269 0.1375
H 3.43171 6.94417 8.66325 0.1493 -0.1353 0.1909
H 2.59829 6.51391 10.19724 0.0133 0.2530 -0.0311
H 2.43169 5.46563 8.81940 0.0030 0.0947 -0.2034
H 1.49117 8.11408 8.93474 -0.0839 0.1100 -0.2082
C 8.02724 4.50945 3.86576 -0.2108 -0.3517 0.5163
C 8.11898 4.74383 5.38122 0.3641 -0.5495 -1.3095
C 6.85602 5.38481 5.92026 0.4286 0.4518 0.8201
O 6.61743 6.64470 5.32987 0.1236 -0.4180 -0.6002
C 6.10374 7.58429 6.21506 -0.4433 0.7994 0.2911
N 8.39812 3.46551 6.03732 -0.1511 0.1560 0.2519
H 8.90399 3.98801 3.48304 0.1619 0.1347 0.1449
H 7.91977 5.46475 3.35871 -0.2295 -0.0962 -0.1620
H 7.17904 3.83905 3.68327 -0.1200 0.2950 -0.2622
H 8.99457 5.38933 5.49332 -0.2135 0.1893 0.5308
H 7.02441 5.52488 7.00247 -0.1734 -0.0302 -0.0723
H 5.99056 4.71794 5.81369 0.0129 -0.0130 -0.1815
H 5.84041 8.49662 5.67543 0.2308 -0.1213 -0.2243
H 6.84977 7.85898 6.97032 -0.1551 -0.1112 0.1729
H 5.16313 7.27016 6.68725 0.1931 -0.2490 0.1600
H 8.26769 3.56713 7.04033 0.1417 -0.0980 -0.0160
H 7.72138 2.76934 5.73925 0.0220 0.0163 -0.0510
C 3.73306 9.35760 12.52580 -0.0579 0.4371 -0.3240
C 2.71599 10.19542 11.75662 -0.5686 -0.3702 0.6246
C 3.04571 11.65292 11.57011 -0.0245 0.1652 -0.4376
O 3.20121 12.26728 12.82640 0.1007 -0.0218 0.1215
C 3.29720 13.67284 12.70043 -0.2054 -0.6055 -0.2200
N 2.44397 9.56135 10.46738 -0.1021 -0.2020 -0.0129
H 3.33636 8.34191 12.56355 0.2522 -0.1160 0.0486
H 3.85954 9.72298 13.54330 0.0012 0.0454 -0.0019
H 4.69587 9.37748 12.01279 0.0309 -0.1877 0.0253
H 1.80400 10.17229 12.37917 0.0227 0.1861 -0.0519
H 2.20962 12.11793 11.01655 0.0417 0.0016 0.1311
H 3.93137 11.79869 10.92972 0.0984 -0.1226 0.2027
H 3.38388 14.09378 13.69620 0.0547 0.0592 0.0480
H 2.38154 14.02816 12.21493 0.1151 0.3328 0.0014
H 4.17039 13.92146 12.09051 -0.0022 0.2640 0.0196
H 1.96627 8.69777 10.71474 0.0661 -0.0509 -0.0356
H 1.72494 10.07575 9.96153 0.2024 0.2520 -0.0085



Record order is preserved below.
Energy relative to the best compared isomer or geometry (same formula, charge and spin): 7.69, 6.20, 17.62, 13.12 kcal per mole